Formula: C4H6O2
Source: the Open Molecules 2025 dataset
Level of theory: ωB97M-V/def2-TZVPD

The geometry in XYZ format:
```
12
Properties=species:S:1:pos:R:3:forces:R:3
O 2.460 -0.646 -0.104 -0.142 0.280 0.364
C 1.746 0.090 0.532 0.601 -0.135 -0.302
C 0.389 0.485 0.072 0.999 0.450 -0.281
C -0.403 -0.480 -0.762 0.246 0.472 -0.249
C -1.516 0.019 0.283 1.235 -0.287 -2.257
O -0.513 0.524 1.191 -0.401 -0.615 -0.559
H 2.032 0.522 1.509 0.173 -0.122 0.036
H 0.395 1.446 -0.451 0.325 0.325 0.202
H -0.059 -1.544 -0.668 -0.605 0.934 0.314
H -0.598 -0.299 -1.817 0.298 0.371 0.090
H -1.772 -1.001 0.282 -2.522 -0.754 2.387
H -2.125 0.854 -0.103 -0.208 -0.919 0.255
```
Forces are in eV/Å.

E_LUMO   0.88 eV
Relative energy (zero: lowest compared OMol25 entry of this formula, charge and spin)   317.28 kJ/mol
2S+1   1
Kohn-Sham gap   10.78 eV

natural (NBO) population analysis, charges in e, atoms 1 to 5: O -0.5058; C 0.4325; C -0.0185; C -0.4363; C -0.1102

Formula: C11H13N2O2
Source: the Open Molecules 2025 dataset
Level of theory: ωB97M-V/def2-TZVPD

The geometry in XYZ format:
```
28
Properties=species:S:1:pos:R:3:forces:R:3
C 4.840 0.639 -1.009 -1.388 -1.569 -1.269
C 4.077 -0.311 -0.007 0.390 0.186 -0.291
O 2.711 0.097 0.482 1.105 1.417 -0.543
C 1.718 -0.739 0.411 0.412 -1.080 -0.103
O 1.832 -1.917 0.142 -0.528 -0.165 -0.061
C 0.363 -0.163 0.605 0.300 1.192 0.462
C 0.000 1.272 0.919 1.288 1.400 0.500
C -1.473 1.530 1.031 0.023 -0.473 0.381
N -2.344 0.672 0.472 0.000 -0.972 0.178
C -3.733 0.823 0.401 -0.273 1.065 0.317
C -4.505 -0.028 -0.266 -0.530 -0.875 -0.244
C -4.058 -1.207 -0.885 0.444 0.587 -0.119
C -2.748 -1.459 -0.760 0.953 0.216 0.967
C -1.928 -0.576 0.011 1.844 -1.571 -0.440
N -0.596 -0.987 0.253 -3.086 3.522 -0.002
H 5.615 -0.107 -1.352 -0.485 1.109 0.138
H 4.252 0.967 -1.971 0.924 -0.687 2.029
H 5.325 1.474 -0.548 0.061 0.469 0.230
H 4.675 -0.402 0.915 -0.324 -0.032 -0.433
H 4.029 -1.284 -0.515 -0.523 0.280 0.544
H 0.394 1.956 0.078 -0.085 -0.796 1.351
H 0.458 1.602 1.948 -0.420 -0.509 -2.128
H -1.816 2.374 1.636 -0.234 -0.398 -0.522
H -4.263 1.653 0.854 0.941 0.317 0.193
H -5.545 0.153 -0.301 -0.921 0.465 0.107
H -4.720 -1.806 -1.453 -0.431 -0.545 -0.377
H -2.270 -2.335 -1.164 0.086 -0.170 -0.088
H -0.289 -1.890 0.071 0.457 -2.383 -0.777
```
Forces are in eV/Å.

SMILES string   CCO/C([O-])=C1\CC=[n+]2ccccc2=[NH+]1
E_LUMO (spin up / spin down)   -4.60 / -5.07 eV
Relative energy (zero: lowest compared OMol25 entry of this formula, charge and spin)   112.00 kJ/mol
2S+1   1
Total charge   +1
Kohn-Sham gap (spin up / spin down)   7.09 / 5.90 eV

natural (NBO) population analysis, charges in e, atoms 1 to 5: C -0.6308; C -0.0838; O -0.4909; C 0.7348; O -0.6015

Formula: C5H8O2
Source: the Open Molecules 2025 dataset
Level of theory: ωB97M-V/def2-TZVPD

The geometry in XYZ format:
```
15
Properties=species:S:1:pos:R:3:forces:R:3
O 0.145 -2.083 -0.424 -0.015 -0.253 -0.151
C 0.787 -0.938 -0.924 0.170 0.331 -0.087
C 0.411 0.185 0.031 -0.010 -0.064 -0.166
C 0.736 0.256 1.463 0.004 -0.070 0.383
C -0.550 0.794 1.803 0.016 0.044 0.111
O -1.136 1.173 2.795 0.159 -0.122 -0.279
C -1.007 0.691 0.317 -0.128 0.048 -0.084
H 0.204 -2.777 -1.091 -0.041 0.065 0.145
H 1.883 -1.049 -0.939 -0.160 -0.004 0.015
H 0.450 -0.684 -1.940 0.032 -0.054 0.147
H 0.938 1.224 -0.786 -0.022 -0.081 0.107
H 1.621 -0.072 1.995 -0.125 0.048 -0.065
H 1.201 1.147 0.148 -0.006 0.105 -0.190
H -1.727 -0.113 0.144 0.087 0.106 0.029
H -1.323 1.605 -0.198 0.039 -0.099 0.085
```
Forces are in eV/Å.

E_LUMO   0.13 eV
Relative energy (zero: lowest compared OMol25 entry of this formula, charge and spin)   545.76 kJ/mol
2S+1   1
Kohn-Sham gap   8.22 eV

natural (NBO) population analysis, charges in e, atoms 1 to 5: O -0.6978; C -0.0775; C -0.1212; C -0.5362; C 0.5329

Formula: C20H29BCuN4O
Source: the Open Molecules 2025 dataset
Level of theory: ωB97M-V/def2-TZVPD

The geometry in XYZ format:
```
56
Properties=species:S:1:pos:R:3:forces:R:3
C 5.211 -0.298 -2.738 0.260 0.696 -0.760
C 4.167 -0.270 -2.163 -0.560 -0.367 0.421
C 2.911 -0.341 -1.468 0.435 -0.254 -0.582
N 1.990 -1.115 -1.987 -0.141 0.712 0.981
C 0.824 -1.113 -1.268 -0.420 -0.523 -0.221
C -0.232 -1.921 -1.725 -0.216 -1.414 -0.473
B -0.111 -2.795 -3.033 0.183 0.403 -0.056
N -1.140 -2.437 -4.048 0.168 -0.593 -0.033
O 0.798 -3.777 -3.205 0.318 0.909 -0.164
C -1.408 -1.956 -1.029 0.057 0.997 0.166
C -1.661 -1.186 0.127 -0.334 -0.221 0.029
C -3.031 -1.379 0.774 0.191 0.730 0.081
C -2.965 -1.868 2.226 0.154 -0.596 -0.336
C -3.951 -0.127 0.527 -0.025 -0.654 0.187
C -4.547 0.548 1.761 0.211 0.243 -0.296
C -0.649 -0.349 0.560 -0.206 0.103 0.261
C -0.787 0.571 1.750 0.172 0.404 -0.431
C -0.608 2.097 1.444 0.330 -0.526 0.521
C -0.999 2.499 0.030 -0.492 -0.157 0.289
C -1.362 2.908 2.495 0.440 0.380 -0.494
C 0.604 -0.337 -0.128 0.088 0.353 0.368
N 1.601 0.465 0.366 0.236 -0.395 -0.345
C 2.739 0.449 -0.276 -0.524 0.045 0.516
C 3.870 1.277 0.252 0.500 -0.093 0.101
N 5.034 0.476 0.639 -0.293 0.238 -0.004
C 6.315 1.088 0.323 0.553 -0.311 0.019
H 6.001 -0.072 -3.414 0.355 -0.339 0.139
H -0.896 -1.598 -4.568 -0.109 -0.098 -0.266
H -1.870 -2.128 -3.412 -0.035 0.790 -0.334
H 1.148 -3.731 -4.105 -0.163 -0.724 -0.067
H -2.239 -2.622 -1.368 0.368 -0.645 0.452
H -3.490 -2.200 0.211 0.005 -0.171 -0.003
H -2.148 -2.583 2.336 0.066 -0.009 -0.051
H -3.871 -2.427 2.452 -0.143 0.220 0.241
H -2.798 -1.092 2.961 -0.154 0.119 0.045
H -4.803 -0.462 -0.073 -0.054 0.020 -0.107
H -3.403 0.561 -0.110 0.039 0.289 0.130
H -3.829 0.744 2.553 0.142 -0.022 -0.017
H -5.347 -0.054 2.183 -0.089 0.051 0.035
H -4.931 1.520 1.455 -0.272 -0.012 0.112
H -0.021 0.263 2.463 -0.046 0.143 0.207
H -1.750 0.473 2.232 -0.188 -0.313 -0.063
H 0.449 2.289 1.614 0.092 0.200 -0.273
H -2.000 2.113 -0.179 -0.082 0.012 -0.115
H -0.331 2.102 -0.730 0.120 0.111 -0.049
H -1.075 3.581 -0.051 0.229 0.078 -0.109
H -1.043 2.627 3.497 -0.273 -0.130 0.116
H -1.082 3.954 2.363 -0.114 0.087 0.099
H -2.442 2.848 2.364 -0.096 -0.173 0.198
H 3.538 1.833 1.127 -0.321 0.098 -0.094
H 4.149 2.001 -0.524 -0.062 0.012 -0.072
H 4.979 -0.465 0.283 0.060 -0.017 -0.048
H 7.026 0.989 1.144 -0.106 -0.038 0.143
H 6.794 0.622 -0.544 -0.088 0.084 -0.147
H 6.223 2.152 0.122 -0.184 0.054 -0.013
Cu -3.552 -2.350 -2.494 0.016 0.214 0.166
```
Forces are in eV/Å.

E_LUMO   -5.98 eV
2S+1   1
Total charge   +1
Kohn-Sham gap   4.81 eV

natural (NBO) population analysis, charges in e, atoms 1 to 5: C -0.1407; C -0.0840; C 0.1743; N -0.3491; C 0.0825